Entry 1:
Computed, not measured: a 8-piece molecular cluster, C20H38FIN2O31PS7 overall at a distorted geometry, with ωB97M-V/def2-TZVPD.

Geometry as XYZ:
```
101
Properties=species:S:1:pos:R:3:forces:R:3
C 2.665491 -1.236869 0.680477 0.2 0.2 0.2
C 3.022062 -0.889541 -0.757192 -0.8 -0.5 0.0
I 3.976731 1.019658 -0.821826 0.2 0.0 0.0
C 1.810094 -0.870103 -1.737058 0.0 0.2 0.2
C 0.503137 -0.730385 -1.026571 1.0 0.8 -1.0
C -0.222726 0.425566 -0.909086 -0.4 -2.0 0.8
N -1.331036 0.082052 -0.107930 -0.4 0.2 -1.1
P -2.553301 1.233117 0.424519 0.5 2.3 2.9
O -2.003569 1.885853 1.606078 0.3 -0.6 -0.1
O -3.855354 0.440643 0.785893 0.3 -0.7 -1.4
O -2.823871 2.255835 -0.725609 0.6 -1.1 -0.9
C -1.279998 -1.206548 0.211844 0.4 -0.7 0.2
N -0.166636 -1.705686 -0.335857 -0.8 1.3 0.1
F 0.218393 -2.970412 -0.188507 0.2 0.1 -0.3
H 3.547488 -1.058767 1.289730 0.0 -0.3 0.2
H 2.357163 -2.278817 0.774339 0.2 -0.1 0.0
H 1.875089 -0.620288 1.112026 0.1 0.2 -0.1
H 3.711509 -1.650707 -1.106990 0.4 0.3 -0.2
H 1.901746 0.017932 -2.354827 -0.2 0.0 -0.2
H 1.802441 -1.701712 -2.441679 0.0 -0.3 0.3
H -0.005507 1.398937 -1.314035 -0.2 0.2 0.1
H -4.244472 -0.067718 0.053718 -0.3 0.1 0.2
H -1.986769 2.765531 -0.877196 -0.5 0.4 -0.1
H -1.943834 -1.800759 0.823528 -0.2 0.2 0.0
C 2.157731 6.273071 -0.204574 0.1 0.3 0.5
C 2.747013 4.922811 0.120203 0.3 -0.1 -0.5
O 1.647826 4.169845 0.662981 -0.1 0.2 0.2
S 0.289975 4.634917 -0.033407 0.6 0.4 -0.2
O -0.029736 3.702663 -1.074694 0.2 -0.8 1.4
O -0.656886 4.959020 0.965439 -0.3 -0.3 0.1
O 0.835989 5.965137 -0.703754 0.0 -0.5 -0.2
H 2.050075 6.901216 0.678227 0.0 0.0 0.0
H 2.734716 6.806100 -0.954749 -0.3 0.0 -0.2
H 3.558244 4.972010 0.840816 -0.2 -0.1 0.2
H 3.095017 4.420121 -0.785671 0.0 0.0 0.0
C -1.668704 -4.462942 1.743711 0.4 0.2 0.6
C -1.821575 -5.933190 2.009612 -0.1 -0.5 -0.4
O -2.931332 -6.030658 2.922027 0.0 0.7 0.1
S -3.974390 -4.859693 2.615636 0.2 -0.3 0.0
O -5.012832 -5.356394 1.785298 -0.1 0.2 0.0
O -4.241469 -4.157346 3.815411 -0.1 0.0 0.0
O -3.007693 -3.955603 1.683349 -0.1 -0.1 -0.1
H -1.148667 -3.959984 2.565599 0.0 0.0 0.0
H -1.152551 -4.276597 0.813091 -0.3 -0.1 -0.2
H -0.929989 -6.375339 2.445073 -0.1 0.0 0.3
H -2.084383 -6.465588 1.099507 0.1 0.0 0.0
C 0.126422 7.522097 4.481471 0.2 -0.4 0.1
C 1.034437 8.394344 5.323256 -0.4 0.2 0.2
O 1.922899 8.999721 4.372462 0.0 -0.3 -0.2
S 1.149805 9.235374 2.992501 -0.2 0.0 0.3
O 0.692741 10.573481 2.932686 0.0 0.0 -0.2
O 1.926641 8.666864 1.945274 0.1 0.1 0.0
O -0.101206 8.284751 3.290642 0.1 0.2 0.1
H 0.616384 6.586674 4.201479 0.0 0.0 0.0
H -0.817169 7.302332 4.973125 -0.1 0.1 -0.2
H 1.597229 7.828100 6.059818 0.2 0.1 -0.1
H 0.476851 9.188153 5.823886 0.0 0.0 0.0
C 1.442871 1.402531 5.723198 0.1 0.4 -0.1
C 0.878489 0.867320 4.424805 -0.4 -0.2 0.1
O 1.948864 0.083889 3.871320 0.2 0.2 0.1
S 2.802205 -0.580811 5.064339 -0.3 0.3 0.0
O 2.347668 -1.911489 5.254761 0.2 0.0 0.0
O 4.168793 -0.270753 4.855181 0.0 -0.2 -0.1
O 2.228382 0.323921 6.249641 -0.2 -0.2 -0.2
H 2.102989 2.255005 5.551402 0.0 0.0 0.0
H 0.667066 1.681783 6.430694 0.1 -0.2 0.1
H 0.587193 1.655057 3.734187 0.2 -0.1 -0.1
H 0.026921 0.207051 4.603121 0.0 0.0 0.0
C -4.380746 -6.326247 -2.229436 -0.2 0.4 0.3
C -3.881589 -5.343360 -3.267960 -0.1 -0.3 -0.4
O -2.525824 -5.068957 -2.874406 -0.1 0.0 0.4
S -1.885763 -6.383841 -2.214754 -0.4 0.0 -0.3
O -1.110712 -7.059714 -3.176754 -0.9 -0.8 0.2
O -1.342155 -6.015101 -0.949683 0.2 0.2 -0.1
O -3.254692 -7.176279 -1.972555 0.2 0.1 -0.2
H -4.652762 -5.823311 -1.298265 0.0 0.0 0.0
H -5.223558 -6.914930 -2.580295 0.1 -0.2 0.0
H -4.463270 -4.426139 -3.287559 0.2 0.1 0.1
H -3.864341 -5.784145 -4.266263 0.0 0.0 0.0
C 3.961690 -6.296622 -2.168240 -0.1 -0.2 0.4
C 3.982327 -7.449264 -3.148281 0.4 0.1 -0.3
O 2.679737 -7.428509 -3.747658 -0.2 0.1 0.3
S 2.150463 -5.926027 -3.849078 0.3 -0.2 0.0
O 2.409449 -5.426670 -5.150886 -0.1 0.2 0.1
O 0.855483 -5.872433 -3.273760 1.0 0.8 -0.2
O 3.217411 -5.267208 -2.836408 0.1 -0.1 -0.2
H 3.432270 -6.562930 -1.250921 0.0 0.0 0.0
H 4.958693 -5.941557 -1.921269 0.0 0.2 -0.1
H 4.161874 -8.406331 -2.667361 -0.2 -0.1 -0.1
H 4.723028 -7.293003 -3.934940 0.0 0.0 0.0
C -2.392540 3.059030 -5.433009 -0.3 -0.2 0.2
C -2.959297 4.414912 -5.794170 0.2 0.0 -0.5
O -2.529612 5.271483 -4.727974 0.0 -0.3 0.3
S -1.100077 4.795251 -4.191047 -0.2 0.1 -0.3
O -0.087344 5.576216 -4.799965 0.1 -0.1 0.2
O -1.164275 4.634520 -2.782246 -0.7 0.6 -1.0
O -1.100449 3.342750 -4.878170 0.0 0.2 -0.1
H -2.995395 2.566758 -4.666414 0.0 0.0 0.0
H -2.295773 2.403946 -6.294634 0.2 0.0 0.0
H -4.043198 4.411598 -5.863942 0.0 0.1 0.2
H -2.536182 4.790333 -6.727864 0.0 0.0 0.0
```
Positions in Å, forces in eV/Å.

Computed properties:
Electronic energy   -6752.68454 hartree
2S+1   1
Total charge   +1

***

Entry 2:
Computed, not measured: C20H30N4PdSSi2 as an isolated structure, with ωB97M-V/def2-TZVPD.

Geometry as XYZ:
```
58
Properties=species:S:1:pos:R:3:forces:R:3
Pd 0.433453 -1.013990 -1.446803 -0.3 0.2 0.0
N 1.914924 -3.179110 1.944400 0.0 0.0 0.0
C 1.647253 -2.391286 0.888378 -0.1 -0.1 0.0
S 0.019426 -2.451595 0.264758 0.0 -0.1 0.0
N 2.647781 -1.663199 0.441015 0.2 0.1 0.0
N 2.273306 -0.890939 -0.597247 0.1 0.1 -0.2
C 3.133853 -0.156074 -1.214687 0.0 0.0 0.0
C 4.574790 -0.125509 -0.865942 0.0 0.0 0.0
C 5.368120 -1.241198 -1.114692 0.0 0.0 0.0
C 6.717646 -1.218479 -0.801427 0.0 0.0 0.0
C 7.281835 -0.085657 -0.230467 0.0 0.0 0.0
C 6.493021 1.025440 0.028026 0.0 0.0 0.0
C 5.142826 1.006600 -0.290705 0.0 0.0 0.0
C 2.588674 0.676091 -2.309825 0.0 0.0 0.0
C 3.369710 1.592641 -3.000165 0.0 0.0 0.0
C 2.781748 2.401624 -3.959193 0.0 0.0 0.0
C 1.425888 2.283473 -4.202197 0.0 0.0 0.0
C 0.712891 1.323725 -3.503126 0.0 -0.1 0.0
N 1.274078 0.524500 -2.603300 0.1 0.0 0.0
H 1.217449 -3.809073 2.292838 0.0 0.0 0.0
H 2.843088 -3.183106 2.328676 0.0 0.0 0.0
H 4.919379 -2.127144 -1.545458 0.0 0.0 0.0
H 7.330011 -2.088601 -0.998931 0.0 0.0 0.0
H 8.335441 -0.071091 0.016297 0.0 0.0 0.0
H 6.926745 1.906772 0.482220 0.0 0.0 0.0
H 4.522699 1.869984 -0.080450 0.0 0.0 0.0
H 4.424157 1.666839 -2.778120 0.0 0.0 0.0
H 3.379098 3.121309 -4.503009 0.0 0.0 0.0
H 0.920327 2.907810 -4.924428 0.0 0.0 0.0
H -0.344552 1.179540 -3.673741 0.0 0.0 0.0
C -4.238445 -0.162494 -2.379008 0.0 0.0 0.0
Si -2.808942 -0.818223 -1.337104 -0.1 0.0 0.0
C -3.433221 -2.279850 -0.333996 0.0 0.0 0.0
C -2.380072 0.552516 -0.114748 0.0 0.0 -0.1
C -1.373679 -1.234324 -2.444678 0.2 -0.1 0.2
Si -1.273916 -2.795667 -3.465784 0.0 0.0 -0.1
C -0.022153 -4.081796 -2.904309 0.0 0.0 0.0
C -2.908175 -3.716750 -3.647286 0.0 0.0 0.0
C -0.741483 -2.253387 -5.193687 0.0 0.0 0.0
H -5.094558 0.089012 -1.748040 0.0 0.0 0.0
H -4.572940 -0.888151 -3.124246 0.0 0.0 0.0
H -3.942675 0.745959 -2.911059 0.0 0.0 0.0
H -4.144130 -1.925654 0.417251 0.0 0.0 0.0
H -2.620548 -2.781978 0.195473 -0.1 0.0 0.0
H -3.943611 -3.018509 -0.952515 0.0 0.0 0.0
H -3.285147 0.972502 0.333189 0.0 0.0 0.0
H -1.839929 1.368116 -0.604540 0.0 0.0 0.0
H -1.743380 0.176622 0.688426 0.0 0.0 0.0
H -1.342660 -0.456531 -3.217776 -0.1 0.1 0.0
H -0.254468 -4.482742 -1.916627 0.0 0.0 0.0
H 0.990846 -3.674893 -2.862045 0.0 0.0 0.0
H -0.029266 -4.907396 -3.622656 0.0 0.0 0.0
H -3.194444 -4.215080 -2.719896 0.0 0.0 0.0
H -2.803112 -4.487639 -4.415688 0.0 0.0 0.0
H -3.728001 -3.058570 -3.944467 0.0 0.0 0.0
H 0.216390 -1.726207 -5.147221 0.0 0.0 0.0
H -1.472850 -1.574022 -5.639507 0.0 0.0 0.0
H -0.620195 -3.104393 -5.867933 0.0 0.0 0.0
```
Positions in Å, forces in eV/Å.

Computed properties:
Electronic energy   -2104.28293 hartree
2S+1   1
ΔE to the lowest compared entry with this formula, charge and spin   2.6 kcal/mol
Total charge   0

***

Entry 3:
Computed, not measured: a 2-piece molecular cluster, C11H12NO2 overall at a distorted geometry, with ωB97M-V/def2-TZVPD.

Geometry as XYZ:
```
26
Properties=species:S:1:pos:R:3:forces:R:3
C 1.342752 -3.906722 -0.058629 2.6 -1.4 0.4
C 2.702051 -3.594391 -0.879036 -2.8 -0.2 -0.2
O 2.694326 -4.081358 -2.032127 0.7 0.0 0.4
O 3.436759 -2.800325 -0.298041 1.6 0.5 0.2
H 0.599393 -3.974883 -0.806101 -1.2 -0.2 -0.4
H 1.185738 -3.196573 0.737434 -0.1 0.2 0.1
H 1.565293 -4.891714 0.423512 -0.6 0.5 -0.4
C -2.834661 2.492537 1.422917 0.6 2.8 2.1
C 0.165669 1.631699 -0.669078 -1.4 1.8 1.9
C -0.881214 1.311396 0.321847 0.8 0.0 -3.6
C -1.741711 2.484579 0.484128 4.5 2.1 -0.3
C -1.084962 3.619775 -0.080760 0.5 -6.4 -0.7
C 0.981622 -0.622549 -0.591399 -0.4 -3.4 -0.2
C 1.195076 0.675233 -1.052575 -1.5 0.3 0.8
C -0.221757 -1.060417 0.163406 1.6 3.6 -1.3
C -1.073411 -0.064170 0.612370 -0.4 -0.5 1.3
N -0.054894 3.081310 -0.933597 -0.4 -2.6 1.3
H 1.696298 -1.570975 -0.837665 -1.3 3.0 0.5
H 2.098666 0.890244 -1.642144 -0.7 0.1 0.3
H -0.439662 -2.079690 0.344957 0.2 -0.7 0.2
H -1.829632 -0.379675 1.367566 0.2 0.4 -0.9
H 0.777269 3.565821 -1.107147 1.0 1.1 -0.4
H -1.125935 4.624561 0.148740 -0.4 1.9 0.0
H -2.608996 1.751000 2.198534 -1.3 -0.3 -0.5
H -3.648713 2.596974 0.766788 -2.2 -1.2 0.1
H -2.895361 3.498312 1.996098 0.4 -1.3 -0.8
```
Positions in Å, forces in eV/Å.

Computed properties:
Electronic energy   -631.57380 hartree
2S+1   1
ΔE to the lowest compared entry with this formula, charge and spin   77.8 kcal/mol
Total charge   -1

***

Entry 4:
Computed, not measured: a 2-piece molecular cluster, C2H6N2O overall at a distorted geometry, with ωB97M-V/def2-TZVPD.

Geometry as XYZ:
```
11
Properties=species:S:1:pos:R:3:forces:R:3
H -4.478455 -0.055099 -0.815764 0.5 0.7 -1.5
N -3.623473 0.369227 -0.452500 -0.4 -0.9 1.8
C -3.965932 1.365644 0.267913 -0.6 0.0 -0.4
N -3.458954 1.590388 1.539712 0.0 0.0 -1.3
H -4.740551 2.073815 -0.072827 -0.1 0.0 0.4
H -3.458412 0.672636 1.954114 0.5 0.1 0.7
H -3.988738 2.292707 2.023465 0.1 0.0 0.4
C 5.781801 -1.412053 -0.392509 -0.2 0.3 -0.5
O 5.325297 -2.008453 -1.324965 -0.1 -0.4 -0.2
H 6.418985 -1.916335 0.345522 0.1 0.1 0.3
H 5.570387 -0.331466 -0.311923 0.2 0.0 0.4
```
Positions in Å, forces in eV/Å.

Computed properties:
Electronic energy   -264.48176 hartree
2S+1   1
ΔE to the lowest compared entry with this formula, charge and spin   66.2 kcal/mol
Total charge   0

***

Entry 5:
Computed, not measured: an isolated molecule of C4H6N2 at a distorted geometry, with ωB97M-V/def2-TZVPD.

Geometry as XYZ:
```
12
Properties=species:S:1:pos:R:3:forces:R:3
C 1.601831 -0.040716 -1.274354 -0.1 -0.2 0.4
C 0.562431 -0.229981 -0.164200 -0.6 -0.1 0.5
C 0.523420 -0.254700 1.155462 -1.3 1.1 0.3
N -1.471501 0.172695 1.510627 0.9 -0.3 -1.0
C -1.679056 0.052326 0.224586 0.0 -0.2 -0.7
N -0.742562 -0.258172 -0.636024 -0.5 0.8 -1.1
H 2.652361 -0.072630 -0.973210 -0.3 -0.1 0.2
H 1.415242 0.937263 -1.747452 -0.1 -0.3 0.4
H 1.426274 -0.786066 -2.058264 0.0 0.0 0.3
H 0.651594 -0.361064 2.193922 0.9 -0.1 0.4
H -2.294844 0.591071 1.995208 1.3 -0.5 0.1
H -2.645189 0.249976 -0.226301 -0.3 -0.1 0.1
```
Positions in Å, forces in eV/Å.

Computed properties:
Electronic energy   -265.39260 hartree
2S+1   1
ΔE to the lowest compared entry with this formula, charge and spin   89.7 kcal/mol
Total charge   0

***

Entry 6:
Computed, not measured: a 2-piece molecular cluster, C4H5OPS overall at a distorted geometry, with ωB97M-V/def2-TZVPD.

Geometry as XYZ:
```
12
Properties=species:S:1:pos:R:3:forces:R:3
C 2.013051 -0.556881 0.132110 -2.0 1.7 -0.3
C 0.777013 -1.242569 0.117359 -2.6 -1.9 0.2
C 1.792663 0.799093 0.038929 -0.8 -1.7 0.5
C -0.262424 -0.378472 0.055089 -3.0 -0.2 0.2
O -2.184221 -0.860490 0.092187 5.2 -0.2 0.5
P -3.087842 0.432768 0.026016 -0.6 1.0 -0.8
S 0.160596 1.289612 0.120550 -0.5 -0.7 -0.6
H 2.944898 -0.987203 0.219106 1.8 -0.9 -0.1
H 0.419301 -2.315774 0.172010 1.4 1.2 -0.1
H 2.464949 1.556692 -0.138989 1.6 1.4 0.0
H -2.840674 0.832671 -1.337376 -0.2 0.2 0.3
H -2.197314 1.430553 0.503008 -0.3 0.2 0.2
```
Positions in Å, forces in eV/Å.

Computed properties:
Electronic energy   -970.05796 hartree
2S+1   1
ΔE to the lowest compared entry with this formula, charge and spin   86.4 kcal/mol
Total charge   0